# 1
# ClNO3

A cluster of 2 separate species, ClNO3 in total (ωB97M-V/def2-TZVPD, the OMol25 dataset).

Last column: Löwdin charge in e.
Cartesian coordinates (Å):
1 Cl -0.04 6.07 3.13  -0.924
2 N 3.93 6.43 2.33  -0.662
3 O 4.94 7.14 2.06  -0.176
4 O 3.06 6.88 3.09  -0.122
5 O 3.82 5.29 1.82  -0.115

Summary:
Net charge ... -2
Highest occupied orbital energy ... 0.05 eV
Electronic energy ... -20151.675 eV

---

# 2
# C36H90O18

A cluster of 9 separate species, C36H90O18 in total in a non-equilibrium geometry (ωB97M-V/def2-TZVPD, the OMol25 dataset).

Last column: Löwdin charge in e.
Cartesian coordinates (Å):
1 C -1.97 15.04 16.80  -0.171
2 O -2.49 14.05 17.57  -0.123
3 C -1.54 13.55 18.57  -0.157
4 C -0.89 12.22 18.15  -0.153
5 O -0.38 12.05 16.79  -0.147
6 C 0.19 10.77 16.52  -0.112
7 H -0.95 14.74 16.60  0.094
8 H -2.05 16.05 17.21  0.064
9 H -2.55 15.06 15.88  0.064
10 H -1.98 13.56 19.56  0.119
11 H -0.73 14.23 18.82  0.111
12 H -1.71 11.52 18.29  0.097
13 H -0.16 11.76 18.83  0.120
14 H 0.15 10.60 15.44  0.045
15 H -0.25 9.89 17.00  0.082
16 H 1.26 10.84 16.71  0.098
17 C 7.65 4.05 11.48  -0.084
18 O 6.87 4.53 12.59  -0.209
19 C 5.95 5.62 12.42  -0.162
20 C 5.86 6.27 13.84  -0.176
21 O 5.47 7.65 13.77  -0.149
22 C 5.12 8.16 15.08  -0.204
23 H 8.24 4.81 10.97  0.081
24 H 6.89 3.77 10.76  0.081
25 H 8.24 3.20 11.81  0.089
26 H 4.94 5.28 12.18  0.085
27 H 6.35 6.29 11.66  0.135
28 H 6.89 6.28 14.20  0.139
29 H 5.25 5.56 14.40  0.115
30 H 4.33 7.49 15.40  0.055
31 H 4.70 9.17 15.05  0.053
32 H 6.06 8.10 15.63  0.053
33 C -2.36 8.73 16.80  -0.066
34 O -2.31 8.69 15.32  -0.135
35 C -0.92 8.85 14.85  -0.211
36 C -0.36 7.46 14.41  -0.162
37 O -0.26 6.45 15.41  -0.160
38 C 0.85 6.60 16.27  -0.098
39 H -2.35 9.79 17.07  0.063
40 H -1.64 8.17 17.40  0.088
41 H -3.38 8.51 17.11  0.085
42 H -0.20 9.25 15.57  0.036
43 H -0.95 9.48 13.96  0.137
44 H 0.62 7.57 13.94  0.103
45 H -1.09 7.23 13.64  0.107
46 H 0.86 5.76 16.97  0.100
47 H 0.91 7.55 16.78  0.099
48 H 1.84 6.49 15.83  0.080
49 C 0.61 12.20 13.68  -0.063
50 O 1.44 11.35 14.49  -0.282
51 C 1.52 9.99 14.16  -0.157
52 C 2.67 9.27 14.96  -0.071
53 O 2.66 9.83 16.35  -0.150
54 C 3.06 8.93 17.36  -0.138
55 H -0.34 11.70 13.51  0.085
56 H 1.20 12.32 12.77  0.121
57 H 0.35 13.19 14.05  0.055
58 H 1.67 9.80 13.09  0.152
59 H 0.58 9.54 14.46  0.022
60 H 3.65 9.46 14.52  0.091
61 H 2.48 8.20 14.89  0.087
62 H 3.99 8.41 17.16  0.092
63 H 2.21 8.25 17.26  0.037
64 H 3.38 9.26 18.35  0.037
65 C -1.57 13.62 13.07  -0.126
66 O -2.05 14.52 14.04  -0.198
67 C -2.72 15.62 13.36  -0.149
68 C -2.87 16.73 14.41  -0.140
69 O -3.78 16.32 15.50  -0.250
70 C -3.91 17.19 16.62  -0.094
71 H -1.07 12.71 13.38  0.019
72 H -0.87 14.22 12.49  0.102
73 H -2.30 13.42 12.29  0.098
74 H -3.69 15.24 13.03  0.128
75 H -2.22 15.92 12.44  0.122
76 H -3.13 17.67 13.94  0.121
77 H -1.93 16.84 14.95  0.122
78 H -3.83 18.25 16.39  0.093
79 H -3.17 16.76 17.31  0.048
80 H -4.93 17.04 16.98  0.096
81 C 4.16 12.47 10.70  -0.142
82 O 3.54 12.72 11.90  -0.210
83 C 4.35 12.80 13.13  -0.131
84 C 3.53 12.98 14.41  -0.211
85 O 2.80 14.18 14.37  -0.146
86 C 1.78 14.34 15.39  -0.070
87 H 4.94 13.19 10.44  0.084
88 H 3.50 12.48 9.84  0.087
89 H 4.55 11.46 10.87  0.085
90 H 5.11 13.57 12.99  0.118
91 H 4.94 11.88 13.16  0.111
92 H 4.16 12.71 15.26  0.123
93 H 2.79 12.18 14.47  0.065
94 H 0.79 14.44 14.93  0.061
95 H 1.98 15.15 16.09  0.091
96 H 1.71 13.42 15.98  0.084
97 C 6.07 6.91 18.58  -0.054
98 O 5.94 6.12 17.34  -0.167
99 C 4.82 5.28 17.43  -0.149
100 C 3.70 5.90 16.46  -0.143
101 O 2.91 6.95 16.94  -0.406
102 C 2.24 6.78 18.16  -0.146
103 H 5.29 7.66 18.64  0.048
104 H 7.06 7.34 18.74  0.107
105 H 5.97 6.26 19.44  0.087
106 H 4.57 5.01 18.45  0.116
107 H 5.14 4.33 17.01  0.124
108 H 3.02 5.10 16.15  0.137
109 H 4.17 6.12 15.51  0.066
110 H 1.67 7.69 18.32  0.106
111 H 2.91 6.64 19.00  0.107
112 H 1.55 5.94 18.09  0.097
113 C 6.07 9.46 16.49  -0.135
114 O 6.90 10.25 17.33  -0.076
115 C 6.20 11.04 18.16  -0.231
116 C 5.52 10.32 19.36  -0.126
117 O 4.62 9.27 18.95  -0.315
118 C 3.86 8.80 20.05  -0.078
119 H 6.56 9.10 15.59  0.109
120 H 5.12 9.89 16.15  0.102
121 H 5.75 8.51 16.91  0.067
122 H 5.43 11.71 17.77  0.127
123 H 6.98 11.65 18.60  0.132
124 H 5.08 11.12 19.96  0.126
125 H 6.31 10.00 20.04  0.126
126 H 3.70 9.36 20.98  0.116
127 H 4.37 7.93 20.46  0.096
128 H 2.97 8.36 19.61  0.069
129 C 3.12 6.72 12.98  -0.120
130 O 1.82 6.26 12.94  -0.175
131 C 1.79 5.09 12.17  -0.171
132 C 0.37 4.91 11.60  -0.219
133 O -0.44 4.08 12.36  -0.161
134 C -0.86 4.82 13.53  -0.075
135 H 3.89 5.95 12.89  0.051
136 H 3.21 7.18 13.97  0.046
137 H 3.27 7.69 12.51  0.124
138 H 2.01 4.24 12.82  0.136
139 H 2.54 5.00 11.38  0.121
140 H 0.40 4.54 10.58  0.121
141 H -0.12 5.87 11.46  0.123
142 H -1.42 5.70 13.22  0.076
143 H -0.05 5.08 14.22  0.074
144 H -1.50 4.19 14.15  0.101

Summary:
SMILES ... COCCOC.COCCOC.COCCOC.COCCOC.COCCOC.COCCOC.COCCOC.COCCOC.COCCOC
Net charge ... 0
Highest occupied orbital energy ... -8.19 eV
Electronic energy ... -75608.375 eV